(1)
Here is O3PS2 as an isolated structure from the Open Molecules 2025 dataset. Energies are from ωB97M-V/def2-TZVPD.

Each line ends with the Mulliken charge.
Element x y z (Å)
1 S -1.342202 0.273567 0.599353  0.60
2 S -1.994240 -0.342668 2.411905  -0.35
3 P 1.707309 -0.224759 -1.627320  -0.13
4 O 0.497881 0.024168 -0.703892  -0.23
5 O -1.286071 1.719472 0.462446  -0.38
6 O 2.417324 -1.449780 -1.142491  -0.52

Forces on the atoms, in the same order (eV/Å):
S -1.518 -0.393 1.490
S 1.015 0.791 -1.824
P -0.967 -1.025 1.868
O 0.802 0.683 -1.072
O 0.011 -0.307 0.370
O 0.655 0.251 -0.832

Computed properties:
Charge   -1
M   143.105 u
Relative energy (zero: lowest compared OMol25 entry of this formula, charge and spin)   0.00 kJ/mol
Lowest unoccupied orbital energy   0.08252 Eh

---

(2)
Here is a 11-piece molecular cluster, C26H64N6O13 overall from the Open Molecules 2025 dataset. Energies are from ωB97M-V/def2-TZVPD.

Each line ends with the Mulliken charge.
Element x y z (Å)
1 O -1.462365 -1.402770 3.662490  -0.66
2 O 2.492942 3.558110 2.157278  -0.38
3 O 1.249312 1.148490 -4.074116  -0.35
4 O 0.561055 1.594405 2.180703  -0.93
5 O 3.660630 0.284710 -2.943875  -0.53
6 O -4.169576 2.082059 1.328118  -0.42
7 O 5.850762 5.867969 -2.439587  -0.59
8 O 2.131781 -3.397333 3.903292  -0.55
9 O -0.482796 -0.012490 -7.998157  -0.54
10 O 1.807290 -2.143748 -0.076375  -0.61
11 O -2.353324 -0.230004 -6.779169  -0.40
12 O -3.888670 -0.166594 -2.539051  -0.63
13 O -0.594203 -1.509806 -6.319015  -0.37
14 N -1.415991 -3.003228 5.284660  0.27
15 N -5.666800 1.240083 -2.342296  0.13
16 N 0.951794 -4.207772 0.344471  0.22
17 N 3.981932 4.617644 -2.063291  0.10
18 N -0.299534 0.567325 0.362953  0.86
19 N 2.002206 -1.612954 5.304554  0.34
20 C -1.235689 -0.375782 -0.226362  -0.88
21 C 0.464640 1.335398 -0.590366  -0.43
22 C -6.535720 1.976210 -1.428781  -0.90
23 C 2.002491 -1.130785 6.669456  -0.97
24 C -1.226534 -4.411151 5.588411  -0.86
25 C -2.708747 -0.882104 -5.566373  -0.27
26 C 4.880200 5.587745 -1.772144  0.18
27 C 1.818178 -0.658017 4.236437  -0.80
28 C -1.556096 -1.877074 -5.333491  0.53
29 C -1.278187 -2.550781 4.019226  0.36
30 C -5.974352 1.288638 -3.758946  -0.80
31 C -1.080967 -0.527286 -7.113215  0.61
32 C -3.085222 2.978641 1.636019  -0.46
33 C -0.209337 0.776074 1.680336  -0.40
34 C 2.142684 -2.921666 5.024250  -0.09
35 C 4.182500 3.703936 -3.167561  -0.64
36 C -4.572808 0.599460 -1.878948  0.30
37 C 1.393801 -2.974933 0.705071  0.53
38 C 0.587815 -5.169113 1.376401  -0.93
39 C -0.968923 -1.809197 -3.945815  -1.22
40 C -1.781010 -2.123243 6.358285  -1.01
41 C 1.763698 1.258448 -5.389881  -0.74
42 C 4.015738 0.139606 -1.566893  -0.03
43 C 2.872168 4.327548 -1.183923  -0.35
44 C 2.536752 4.135068 3.448522  -0.72
45 C 1.112947 -4.699941 -0.991294  -0.95
46 H 2.968582 3.436538 4.173342  0.23
47 H -2.625309 3.226932 0.683841  0.15
48 H 5.144449 3.921289 -3.620664  0.35
49 H -6.529285 1.501783 -0.451810  0.32
50 H -1.821569 -1.073551 6.094994  0.27
51 H 3.360635 3.782226 -3.880544  0.25
52 H -0.498766 -5.307602 1.348405  0.31
53 H 1.396437 -2.833088 1.794027  -0.08
54 H 3.151002 5.030477 3.389682  0.26
55 H -1.070580 -2.225682 7.192650  0.31
56 H -0.172899 -2.542926 -3.823625  0.39
57 H 2.171890 -1.951775 7.360884  0.30
58 H 1.067474 2.078862 -0.076061  -0.28
59 H -0.891439 -3.335680 3.349041  0.04
60 H 1.969537 0.764626 -3.549816  0.39
61 H 4.638292 6.091226 -0.820484  0.30
62 H -4.610471 1.901196 2.162606  0.25
63 H -2.185308 -4.934314 5.665085  0.33
64 H -5.368388 0.539164 -4.257160  0.17
65 H 4.181257 2.695268 -2.753461  0.06
66 H 0.912086 -4.808549 2.351419  0.20
67 H 2.047281 -5.263527 -1.105429  0.33
68 H -6.224010 3.022397 -1.394032  0.30
69 H 2.763431 -0.359853 6.801994  0.32
70 H 3.967369 1.127926 -1.109666  0.01
71 H 2.705893 1.827127 -5.390625  0.21
72 H -3.465040 3.867222 2.140265  0.38
73 H -2.735055 -2.417169 6.815528  0.34
74 H 1.536803 4.418139 3.795363  0.28
75 H 1.037732 -0.668838 6.902131  0.33
76 H -1.809536 -0.875018 0.551531  0.32
77 H -2.776595 -0.160998 -4.744392  0.10
78 H 2.158855 0.324305 4.562407  0.31
79 H 1.127042 0.638528 -1.106582  0.13
80 H -1.946164 -2.881301 -5.525870  0.22
81 H 2.376935 -0.907199 3.332318  0.34
82 H 0.798580 -0.555919 3.858133  0.06
83 H -4.350268 0.825731 -0.824880  0.13
84 H -1.936286 0.149559 -0.878432  0.22
85 H -0.227416 1.855198 -1.254382  0.32
86 H 3.661201 -0.581025 -3.363546  0.26
87 H 2.340837 -3.507928 5.939395  0.33
88 H -2.350745 2.475648 2.266896  0.16
89 H 2.867441 3.259176 -0.952034  -0.21
90 H -7.566804 1.956816 -1.783538  0.34
91 H -0.702825 -4.877278 4.755994  0.22
92 H -0.620937 -1.049663 -0.826419  0.04
93 H -0.895624 0.142225 2.255483  0.85
94 H 1.091785 1.842988 -6.014368  0.29
95 H -3.707725 -1.315135 -5.597452  0.32
96 H 3.337626 -0.495358 -0.993548  -0.13
97 H 1.894643 2.794804 2.174179  0.56
98 H 0.284713 -5.348367 -1.278665  0.37
99 H 2.967401 4.841229 -0.229114  0.31
100 H 5.048308 -0.203617 -1.483077  0.39
101 H 1.920146 4.582935 -1.655186  0.24
102 H -1.762608 -2.005714 -3.220502  0.36
103 H -0.577885 -0.808343 -3.749278  0.29
104 H -5.818593 2.295155 -4.148375  0.31
105 H -0.693950 -4.465171 6.536080  0.33
106 H 1.166319 -3.870922 -1.694600  0.18
107 H -7.026724 1.028648 -3.894856  0.32
108 H 1.032427 -6.156523 1.237606  0.40
109 H 1.957937 0.272897 -5.820813  0.28

Forces on the atoms, in the same order (eV/Å):
O -0.207 -0.052 -0.052
O 0.197 0.175 -0.034
O -0.211 -0.026 -0.046
O -0.122 -0.157 0.541
O -0.213 -0.120 0.075
O 0.161 0.227 0.155
O 0.285 0.150 -0.150
O -0.251 -0.280 -0.058
O 0.158 0.055 -0.155
O 0.038 0.434 -0.311
O -0.213 0.108 -0.076
O 0.254 0.136 -0.080
O 0.012 0.108 -0.157
N 0.010 0.055 -0.499
N -0.271 0.091 0.241
N 0.250 -0.199 0.744
N 0.044 0.211 0.285
N -0.546 0.173 0.307
N -0.064 -0.388 -0.095
C 0.375 0.387 0.024
C 0.201 0.006 0.289
C 0.274 0.114 -0.415
C -0.326 0.337 -0.181
C -0.466 0.387 -0.229
C 0.201 0.394 0.939
C -0.308 -0.372 0.108
C -0.002 0.661 -0.844
C -0.883 -0.155 0.368
C 0.407 0.020 0.298
C -0.356 -0.333 0.412
C -0.148 -0.272 0.121
C -0.339 -0.575 -0.109
C 0.095 0.119 -0.671
C 0.375 0.520 0.294
C -0.035 0.045 0.361
C -0.219 -0.215 -0.108
C 0.179 -0.586 -0.008
C -0.437 0.130 -0.099
C -0.086 0.154 0.054
C -0.206 -0.246 1.337
C 0.600 0.380 0.082
C 0.168 0.230 0.262
C 0.028 -0.168 0.065
C -0.218 -0.310 -0.230
C 0.197 0.011 -0.719
H 0.068 0.124 0.089
H 0.064 0.182 0.049
H -0.064 0.016 -0.174
H 0.208 0.245 0.133
H 0.013 -0.071 -0.492
H 0.091 0.002 -0.150
H 0.028 -0.087 0.241
H -0.164 0.137 0.021
H 0.070 0.009 0.066
H 0.141 0.010 -0.276
H 0.019 0.000 0.024
H 0.083 -0.031 0.016
H -0.020 -0.059 0.111
H -0.179 0.040 -0.136
H -0.058 0.215 0.135
H -0.002 0.111 -0.043
H -0.088 -0.146 -0.050
H 0.004 0.087 0.272
H 0.128 0.192 -0.179
H 0.053 -0.113 -0.270
H -0.102 0.088 0.014
H -0.081 -0.053 0.117
H -0.096 0.020 0.355
H 0.107 -0.119 0.047
H 0.013 0.068 -0.154
H 0.002 -0.187 0.039
H 0.145 0.145 -0.096
H -0.089 0.096 -0.327
H 0.031 0.033 0.030
H 0.027 -0.064 0.054
H 0.170 -0.220 0.010
H 0.293 0.133 -0.202
H -0.062 -0.028 0.058
H -0.070 0.218 -0.403
H 0.434 -0.085 -0.255
H 0.328 -0.289 0.306
H -0.150 -0.108 0.574
H -0.127 -0.078 0.069
H 0.036 -0.072 -0.087
H 0.195 -0.164 -0.322
H 0.121 -0.072 0.087
H -0.127 -0.197 -0.141
H 0.089 0.129 0.015
H -0.061 0.025 -0.023
H 0.064 -0.145 -0.157
H 0.361 -0.036 0.232
H -0.407 -0.382 0.014
H 0.134 0.079 0.148
H -0.318 -0.303 0.037
H 0.147 -0.283 -0.544
H 0.025 -0.210 -0.248
H -0.135 0.033 -0.021
H -0.059 0.021 0.101
H -0.001 0.132 -0.077
H -0.044 -0.134 0.088
H -0.044 -0.013 0.042
H 0.053 -0.042 0.006
H 0.075 -0.029 -0.043
H 0.164 -0.047 -0.158
H 0.192 -0.397 -0.106
H -0.093 0.078 0.110
H 0.019 0.014 -0.104
H 0.236 0.153 -0.275
H -0.173 0.063 -0.233

Computed properties:
Charge   0
M   668.827 u
SMILES   C[C@H]1COC(=O)O1.CN(C)C=O.CN(C)C=O.CN(C)C=O.CN(C)C=O.CN(C)C=O.CN(C)C=O.CO.CO.CO.CO
Lowest unoccupied orbital energy   0.00870 Eh

---

(3)
Here is an isolated molecule of C4H6N4 from the Open Molecules 2025 dataset. Energies are from ωB97M-V/def2-TZVPD.

Each line ends with the Mulliken charge.
Element x y z (Å)
1 N -1.207957 1.847429 0.062378  -0.79
2 N 3.030040 -0.007007 0.081714  -0.65
3 N 1.074399 1.245588 -0.111800  -0.11
4 N 0.859891 -1.005437 -0.047113  -0.68
5 C 1.774321 0.067439 -0.020492  0.34
6 C -1.592358 -1.176220 0.004074  -1.42
7 C -0.256854 1.010962 0.012590  0.49
8 C -0.326379 -0.507593 -0.064087  1.10
9 H -2.103446 1.319847 0.074234  0.25
10 H -2.283003 -0.703180 -0.732453  0.35
11 H 1.447682 2.174382 -0.174335  0.18
12 H 3.271170 -1.001241 0.122973  0.29
13 H -1.594285 -2.257041 -0.179287  0.32
14 H -2.093224 -1.007926 0.971606  0.33

Forces on the atoms, in the same order (eV/Å):
N -0.494 -0.374 0.096
N -0.084 -0.414 -0.055
N -0.320 0.996 0.276
N -1.087 -0.578 -0.124
C 0.877 0.079 -0.132
C -2.341 -0.772 -0.464
C -0.859 -0.704 -0.919
C 2.086 0.948 0.917
H 0.706 0.620 0.067
H 0.377 -0.391 0.318
H 0.349 -0.035 0.157
H 0.075 0.269 -0.022
H 0.358 0.345 0.018
H 0.357 0.012 -0.132

Computed properties:
Charge   0
M   110.120 u
SMILES   [H]/N=C1N=C(C)/C(=N\[H])N\1
Relative energy (zero: lowest compared OMol25 entry of this formula, charge and spin)   38.75 kJ/mol
Lowest unoccupied orbital energy   -0.01052 Eh